Record 1
This record from the Open Molecules 2025 dataset describes a structure of composition C36H31BF9IKN5O3. The level of theory is wB97M-V/def2-TZVPD.

Values from the calculation:
- Largest force on an atom: 0.7 eV Å⁻¹
- Gap between HOMO and LUMO: 4.56 eV
- Molecular weight: 929.47 g/mol
- Lowest unoccupied orbital energy: 3.44 eV

Geometry as ORCA input:
```
! RIJCOSX wB97M-V def2-TZVPD def2/J DEFGRID3
* xyz -2 1
K 0.754 0.196 -0.428
C 0.429 -3.258 0.820
C -1.034 -2.893 0.626
N -1.266 -1.946 -0.455
C -2.627 -1.429 -0.458
C -3.016 -0.724 0.832
C -0.900 -2.517 -1.747
C -1.164 -1.626 -2.955
N -0.548 -0.345 -2.746
C -0.603 0.581 -3.665
C 0.057 1.832 -3.421
F 0.739 1.964 -2.247
C 0.067 2.883 -4.288
F 0.742 4.008 -3.942
C -0.588 2.853 -5.518
C -1.232 1.662 -5.802
F -1.889 1.548 -6.988
C -1.251 0.584 -4.949
F -1.939 -0.520 -5.373
H 0.541 -3.853 1.728
H 1.025 -2.356 0.960
H 0.849 -3.828 -0.009
H -1.377 -2.439 1.553
H -1.634 -3.813 0.457
H -3.354 -2.242 -0.677
H -2.700 -0.713 -1.276
H -3.188 -1.413 1.659
H -3.932 -0.154 0.675
H -2.222 -0.046 1.153
H -1.421 -3.486 -1.900
H 0.171 -2.733 -1.729
H -2.245 -1.559 -3.143
H -0.744 -2.157 -3.823
H -0.585 3.689 -6.198
C -4.532 2.239 -2.068
C -4.959 2.453 -0.766
C -4.032 2.858 0.178
C -2.702 3.025 -0.219
N -2.290 2.810 -1.466
C -3.190 2.432 -2.364
C -1.678 3.462 0.763
C -1.982 4.477 1.671
C -1.012 4.869 2.577
C 0.212 4.227 2.556
C 0.422 3.223 1.618
N -0.491 2.856 0.727
H -5.211 1.914 -2.846
H -5.993 2.293 -0.485
H -4.311 3.002 1.212
H -2.817 2.279 -3.372
H -2.949 4.961 1.645
H -1.214 5.662 3.287
H 0.998 4.476 3.256
H 1.355 2.677 1.586
F 3.850 -1.803 1.153
C 3.711 -2.342 -0.102
C 3.302 -1.567 -1.160
C 3.182 -2.256 -2.343
F 2.809 -1.601 -3.485
C 3.432 -3.613 -2.497
F 3.303 -4.252 -3.684
C 3.845 -4.337 -1.394
F 4.109 -5.658 -1.507
C 3.991 -3.699 -0.175
F 4.396 -4.423 0.894
O -0.821 -1.208 3.631
B 0.013 -0.146 3.027
O 0.973 0.143 4.100
C 0.721 -0.648 5.155
C 1.372 -0.720 6.371
C 0.901 -1.643 7.308
C -0.185 -2.461 7.025
C -0.841 -2.387 5.794
C -0.374 -1.474 4.870
H 2.221 -0.082 6.578
H 1.395 -1.724 8.269
H -0.528 -3.173 7.767
H -1.685 -3.024 5.560
N 3.692 1.914 -1.664
C 3.769 1.480 -0.384
O 2.861 1.618 0.425
C 5.065 0.820 0.020
I 6.603 2.265 0.389
H 2.769 2.154 -1.999
H 4.311 1.489 -2.333
H 5.416 0.145 -0.754
H 4.881 0.270 0.933
*
```

Atom charges from the Mulliken analysis, given in e for atoms 1 to 5: K 0.581; C -1.020; C -0.712; N 1.595; C -0.384

***

Record 2
This record from the Open Molecules 2025 dataset describes the molecule C3H5N3S. The level of theory is wB97M-V/def2-TZVPD.

Values from the calculation:
- Largest force on an atom: 2.0 eV Å⁻¹
- Gap between HOMO and LUMO: 9.15 eV
- Molecular weight: 115.16 g/mol
- Lowest unoccupied orbital energy: 0.49 eV
- Structure (SMILES): N#CCN/C=N\S

Geometry as ORCA input:
```
! RIJCOSX wB97M-V def2-TZVPD def2/J DEFGRID3
* xyz 0 1
N -1.275 0.929 -2.776
C -1.339 0.787 -1.647
C -1.499 0.478 -0.181
N -0.346 -0.195 0.342
C 0.910 0.388 0.288
N 2.020 -0.213 0.542
S 1.921 -1.855 1.009
H -1.589 1.430 0.290
H -2.409 -0.184 0.015
H -0.480 -1.120 0.751
H 0.907 1.455 -0.074
H 3.179 -1.899 1.442
*
```

Atom charges from the Mulliken analysis, given in e for atoms 1 to 5: N -0.340; C 0.240; C -0.476; N -0.253; C 0.233

***

Record 3
This record from the Open Molecules 2025 dataset describes the ion C5H8ClN2 with charge +1. The level of theory is wB97M-V/def2-TZVPD.

Values from the calculation:
- Largest force on an atom: 5.1 eV Å⁻¹
- Gap between HOMO and LUMO (alpha / beta): 8.53 / 8.53 eV
- Molecular weight: 131.59 g/mol
- Lowest unoccupied orbital energy (alpha / beta): -4.80 / -4.80 eV
- Structure (SMILES): C=[N+](C)/C=C\N=C/Cl

Geometry as ORCA input:
```
! RIJCOSX wB97M-V def2-TZVPD def2/J DEFGRID3
* xyz 1 1
C 0.243 -0.479 1.243
N 0.927 -0.176 0.210
C 1.887 -1.045 -0.435
C 0.638 0.984 -0.509
C -0.680 1.514 -0.559
N -1.635 1.161 0.258
C -2.473 0.232 0.371
Cl -2.735 -1.098 -0.720
H -0.509 0.212 1.754
H 0.574 -1.546 1.558
H 1.324 -1.439 -1.348
H 2.172 -1.940 0.074
H 2.843 -0.558 -0.838
H 1.504 1.537 -1.024
H -0.880 2.373 -1.273
H -3.200 0.269 1.238
*
```

Atom charges from the Mulliken analysis, given in e for atoms 1 to 5: C -0.279; N 0.164; C -0.796; C -0.480; C 0.047

***

Record 4
This record from the Open Molecules 2025 dataset describes the molecule C11H11Cl2F2N3. The level of theory is wB97M-V/def2-TZVPD.

Values from the calculation:
- Largest force on an atom: 1.9 eV Å⁻¹
- Gap between HOMO and LUMO: 8.59 eV
- Molecular weight: 294.13 g/mol
- Lowest unoccupied orbital energy: 0.45 eV
- Structure (SMILES): C[C@@H]1NC(NCC(F)F)=Nc2c(Cl)ccc(Cl)c21

Geometry as ORCA input:
```
! RIJCOSX wB97M-V def2-TZVPD def2/J DEFGRID3
* xyz 0 1
C 0.847 1.174 -1.543
C 0.789 1.264 0.012
N 1.270 -0.051 0.477
C 0.383 -1.040 0.709
N 0.809 -2.327 0.807
C 1.935 -2.877 0.001
C 1.810 -2.820 -1.531
F 0.670 -3.454 -1.950
F 2.877 -3.417 -2.063
N -0.882 -0.860 0.847
C -1.461 0.423 0.770
C -2.841 0.619 1.048
Cl -3.828 -0.759 1.502
C -3.318 1.947 1.211
C -2.498 3.025 0.930
C -1.196 2.824 0.494
Cl -0.326 4.252 -0.006
C -0.633 1.524 0.442
H 1.894 1.103 -1.882
H 0.285 0.312 -1.949
H 0.432 2.078 -2.009
H 1.501 2.017 0.346
H 2.054 -0.052 1.112
H -0.016 -2.881 0.894
H 2.890 -2.402 0.324
H 2.046 -3.921 0.263
H 1.760 -1.796 -1.872
H -4.364 2.066 1.558
H -2.891 4.030 1.056
*
```

Atom charges from the Mulliken analysis, given in e for atoms 1 to 5: C -1.156; C -0.036; N -0.165; C 0.261; N -0.270

***

Record 5
This record from the Open Molecules 2025 dataset describes a cluster of 2 separate species, C2H6N3 in total. The level of theory is wB97M-V/def2-TZVPD.

Values from the calculation:
- Largest force on an atom: 3.7 eV Å⁻¹
- Gap between HOMO and LUMO: 9.30 eV
- Molecular weight: 72.09 g/mol
- Lowest unoccupied orbital energy: -5.14 eV

Geometry as ORCA input:
```
! RIJCOSX wB97M-V def2-TZVPD def2/J DEFGRID3
* xyz 1 1
C 0.699 -0.578 -1.434
C -1.092 0.483 1.660
N 1.434 -1.625 -1.642
N -0.764 1.463 0.919
N 0.234 0.451 -1.268
H 2.290 -1.353 -2.096
H 1.185 -2.462 -1.208
H -1.348 2.298 0.992
H -0.327 1.391 0.017
H -1.787 0.486 2.552
H -0.523 -0.555 1.508
*
```

Atom charges from the Mulliken analysis, given in e for atoms 1 to 5: C 0.360; C -0.013; N -0.389; N -0.081; N -0.500

***

Record 6
This record from the Open Molecules 2025 dataset describes a cluster of 7 separate species, H14O7 in total. The level of theory is wB97M-V/def2-TZVPD.

Values from the calculation:
- Largest force on an atom: 9.6 eV Å⁻¹
- Gap between HOMO and LUMO: 8.44 eV
- Molecular weight: 126.10 g/mol
- Lowest unoccupied orbital energy: 0.21 eV
- Structure (SMILES): O.O.O.O.O.O.O

Geometry as ORCA input:
```
! RIJCOSX wB97M-V def2-TZVPD def2/J DEFGRID3
* xyz 0 1
O -1.754 0.289 -0.818
H -1.589 0.410 -1.698
H -0.902 0.427 -0.367
O -1.367 -1.903 -0.539
H -0.617 -1.354 -0.859
H -2.152 -1.790 -1.088
O 2.670 2.385 -0.750
H 2.804 2.857 0.072
H 3.594 1.940 -0.839
O -2.191 -0.517 0.801
H -2.731 -1.254 1.260
H -2.833 0.150 0.533
O -2.268 2.077 0.628
H -2.142 1.842 1.556
H -1.428 2.387 0.343
O 1.596 -1.423 -0.610
H 1.677 -2.402 -0.604
H 2.113 -1.182 -1.380
O 3.127 -1.017 1.281
H 3.362 -0.514 2.079
H 2.342 -0.641 1.049
*
```

Atom charges from the Mulliken analysis, given in e for atoms 1 to 5: O -0.649; H 0.233; H 0.306; O -0.618; H 0.347

***

Record 7
This record from the Open Molecules 2025 dataset describes a structure of composition C6H13O4P. The level of theory is wB97M-V/def2-TZVPD.

Values from the calculation:
- Largest force on an atom: 3.3 eV Å⁻¹
- Gap between HOMO and LUMO: 8.92 eV
- Molecular weight: 180.14 g/mol
- Lowest unoccupied orbital energy: 0.60 eV

Geometry as ORCA input:
```
! RIJCOSX wB97M-V def2-TZVPD def2/J DEFGRID3
* xyz 0 1
C 1.425 -0.158 0.266
C 0.175 0.224 0.375
C 2.441 1.000 0.291
C 1.783 -2.432 -0.804
C -3.231 2.327 -0.439
C 1.933 -1.554 0.387
O -3.298 -1.456 -0.359
O -0.172 1.510 0.191
O -0.921 -0.528 0.722
O -3.016 0.941 -0.663
P -3.217 -0.237 0.441
H 3.177 0.788 1.018
H 1.896 1.920 0.655
H 3.132 1.007 -0.578
H 1.921 -3.502 -0.477
H 2.482 -2.256 -1.624
H 0.746 -2.411 -1.352
H -3.074 2.908 -1.359
H -2.482 2.744 0.256
H -4.156 2.581 -0.046
H 2.921 -1.450 0.711
H 1.432 -2.122 1.108
H -1.106 1.652 0.463
H -0.791 -1.493 0.817
*
```

Atom charges from the Mulliken analysis, given in e for atoms 1 to 5: C 0.721; C 0.543; C -1.518; C -0.951; C -0.626

***

Record 8
This record from the Open Molecules 2025 dataset describes a cluster of 2 separate species, C29H58N4O8 in total. The level of theory is wB97M-V/def2-TZVPD.

Values from the calculation:
- Largest force on an atom: 2.8 eV Å⁻¹
- Gap between HOMO and LUMO: 9.21 eV
- Molecular weight: 590.80 g/mol
- Lowest unoccupied orbital energy: 0.40 eV
- Structure (SMILES): CCOCCCCC[C@]1(CCCC(=O)OCC)OC(=O)O[C@@]1(CCCCCCCOC)CC(N)(N)N.CN(C)C=O

Geometry as ORCA input:
```
! RIJCOSX wB97M-V def2-TZVPD def2/J DEFGRID3
* xyz 0 1
C 5.759 0.304 -1.805
C 4.530 0.032 -2.645
O 4.303 1.033 -3.614
C 3.106 1.768 -3.393
C 1.864 0.954 -3.731
C 0.596 1.321 -2.947
C 0.801 1.523 -1.431
C -0.232 0.747 -0.604
C -0.451 1.352 0.796
C -1.192 2.678 0.783
C -2.387 2.782 -0.196
C -3.688 3.274 0.499
C -4.824 2.351 0.120
O -4.808 1.157 0.374
O -5.850 2.955 -0.531
C -6.386 2.231 -1.650
C -6.245 3.086 -2.922
O 0.922 1.660 1.249
C 1.452 0.502 1.679
O 2.651 0.272 1.789
O 0.460 -0.368 1.974
C -0.796 0.287 1.882
C -1.939 -0.593 1.282
C -1.518 -2.001 0.810
C -2.072 -2.284 -0.587
C -1.665 -3.662 -1.124
C -0.151 -3.719 -1.434
C 0.116 -4.198 -2.867
C -0.100 -3.062 -3.878
O -1.349 -3.176 -4.523
C -2.151 -2.018 -4.496
C -1.336 0.829 3.210
C -0.434 1.623 4.170
N -0.073 2.937 3.670
N -1.295 1.891 5.337
N 0.744 0.874 4.608
H 6.635 0.526 -2.402
H 5.569 1.073 -1.062
H 5.977 -0.605 -1.245
H 4.657 -0.917 -3.168
H 3.681 -0.109 -1.974
H 3.122 2.117 -2.360
H 3.161 2.651 -4.020
H 2.030 -0.115 -3.639
H 1.652 1.133 -4.784
H -0.108 0.498 -3.080
H 0.095 2.188 -3.370
H 1.780 1.142 -1.170
H 0.752 2.582 -1.212
H -1.156 0.718 -1.168
H 0.118 -0.275 -0.484
H -0.461 3.431 0.510
H -1.531 2.951 1.770
H -2.143 3.536 -0.936
H -2.625 1.846 -0.680
H -3.943 4.284 0.204
H -3.598 3.189 1.577
H -5.874 1.287 -1.788
H -7.436 2.046 -1.461
H -5.541 3.882 -2.711
H -5.879 2.462 -3.729
H -7.191 3.523 -3.216
H -2.690 -0.722 2.053
H -2.424 -0.080 0.462
H -0.441 -2.116 0.763
H -1.948 -2.764 1.453
H -1.682 -1.559 -1.303
H -3.154 -2.160 -0.598
H -1.955 -4.412 -0.390
H -2.250 -3.839 -2.023
H 0.333 -4.346 -0.688
H 0.246 -2.716 -1.293
H -0.613 -4.971 -3.084
H 1.123 -4.593 -2.957
H 0.001 -2.102 -3.372
H 0.714 -3.102 -4.606
H -2.857 -2.043 -3.664
H -2.731 -1.993 -5.414
H -1.560 -1.105 -4.444
H -2.235 1.396 3.004
H -1.662 -0.053 3.764
H -0.312 3.642 4.347
H 0.894 2.999 3.398
H -0.680 2.233 6.066
H -1.659 1.018 5.698
H 0.657 -0.120 4.464
H 1.601 1.211 4.197
C 5.571 -2.120 3.049
N 4.650 -2.243 4.161
C 4.879 -3.263 5.169
C 3.581 -1.435 4.288
O 2.775 -1.497 5.199
H 5.598 -3.049 2.476
H 6.577 -1.902 3.414
H 5.252 -1.313 2.393
H 4.026 -3.941 5.217
H 4.998 -2.801 6.150
H 5.775 -3.825 4.921
H 3.496 -0.699 3.474
*
```

Atom charges from the Mulliken analysis, given in e for atoms 1 to 5: C -1.302; C 0.142; O -0.449; C -0.591; C -0.630